Computed, not measured: a 21-piece molecular cluster, C51H71F8N25O6PS2 overall at a distorted geometry, with wB97M-V/def2-TZVPD.

The geometry in XYZ format:
```
164
Properties=species:S:1:pos:R:3:mulliken_charge:R:1
N -0.581 4.178 1.596 -0.0042
C 0.554 4.856 0.916 -1.7976
C 0.721 4.319 -0.474 0.7961
N 0.256 4.845 -1.585 0.4009
C -0.576 6.049 -1.850 -0.7202
C -1.521 6.484 -0.702 -0.1513
S -3.150 6.883 -1.431 -0.2260
C -4.049 5.377 -1.347 0.2948
N -4.526 4.977 -0.214 -0.0649
N -5.157 3.783 -0.432 -0.3644
C -5.044 3.532 -1.701 0.0019
O -4.342 4.504 -2.339 -0.1896
C 0.696 4.040 -2.671 0.2927
P 0.367 4.406 -4.450 0.3569
O -0.068 5.797 -4.607 -0.5250
O -0.793 3.462 -5.041 -0.2329
O 1.701 4.262 -5.317 -0.4517
C 1.378 3.002 -2.114 -0.4593
C 2.032 1.801 -2.794 0.5449
F 2.197 1.990 -4.120 -0.2459
F 3.270 1.602 -2.299 -0.2587
C 1.203 0.452 -2.637 0.7845
F 0.209 0.564 -1.739 -0.2567
F 2.078 -0.507 -2.294 -0.2575
C 0.550 -0.058 -3.961 0.3434
F -0.240 -1.095 -3.599 -0.2679
F -0.246 0.833 -4.542 -0.0433
F 1.439 -0.574 -4.801 -0.2548
N 1.432 3.153 -0.700 0.5134
S 2.202 2.189 0.437 1.0806
O 1.686 2.399 1.730 -0.5172
O 2.235 0.841 0.023 -0.4177
F 3.654 2.746 0.395 -0.2229
H -0.967 3.454 0.982 0.1827
H -1.292 4.877 1.768 0.4791
H 1.484 4.687 1.481 0.5952
H 0.427 5.943 0.883 0.3801
H -1.232 5.777 -2.675 0.5051
H 0.075 6.891 -2.124 0.1808
H -1.162 7.325 -0.108 0.3872
H -1.719 5.605 -0.078 -0.2425
H -5.419 2.688 -2.260 0.4222
H -1.544 3.556 -4.423 0.1692
H 1.549 3.601 -6.013 0.3443
C 2.272 -3.630 -1.257 -0.3790
C 2.306 -4.937 -0.602 0.1451
N 2.346 -5.967 -0.098 -0.4286
H 3.129 -3.039 -0.938 0.0476
H 2.309 -3.754 -2.338 0.3378
H 1.356 -3.104 -0.990 0.3162
C -0.881 9.132 -5.296 -0.6222
C -1.135 9.555 -3.919 0.3534
N -1.331 9.884 -2.839 -0.4263
H 0.154 8.808 -5.396 0.1501
H -1.537 8.304 -5.555 0.2192
H -1.066 9.962 -5.978 0.3627
C -3.152 1.802 -6.393 -0.9476
C -3.435 2.131 -4.993 0.5291
N -3.657 2.389 -3.895 -0.3691
H -2.098 1.557 -6.505 0.1979
H -3.749 0.951 -6.701 0.3564
H -3.391 2.649 -7.029 0.3795
C -1.151 4.549 6.276 -1.0578
C -0.903 4.346 4.849 0.4850
N -0.709 4.187 3.725 -0.4059
H -0.229 4.853 6.770 0.3219
H -1.903 5.324 6.412 0.2771
H -1.508 3.623 6.722 0.2763
C -7.010 0.575 -5.326 -0.5713
C -7.308 0.912 -3.934 0.2323
N -7.542 1.175 -2.843 -0.3869
H -5.954 0.330 -5.428 0.1057
H -7.607 -0.281 -5.634 0.3735
H -7.243 1.423 -5.969 0.2689
C 0.272 -4.928 2.483 -0.5522
C -0.993 -5.141 3.186 0.2364
N -1.979 -5.325 3.739 -0.4247
H 0.391 -5.653 1.680 0.1701
H 0.291 -3.925 2.059 0.3133
H 1.100 -5.034 3.183 0.2266
C 6.390 -1.625 0.159 -0.4858
C 6.208 -2.761 -0.743 0.4235
N 6.065 -3.656 -1.447 -0.5669
H 7.021 -0.872 -0.308 0.1818
H 5.422 -1.186 0.398 0.2021
H 6.867 -1.959 1.081 0.1850
C 3.057 10.482 -4.286 -0.8824
C 2.336 9.614 -3.354 0.3282
N 1.772 8.940 -2.619 -0.3489
H 3.929 9.961 -4.676 0.2927
H 2.406 10.756 -5.115 0.2661
H 3.380 11.386 -3.774 0.3097
C -8.019 4.612 2.565 -0.9759
C -6.787 5.260 3.014 0.4480
N -5.824 5.773 3.369 -0.4507
H -8.599 4.288 3.424 0.3536
H -8.606 5.310 1.984 0.3339
H -7.777 3.747 1.947 0.3010
C 5.262 -4.543 2.881 -0.3729
C 6.505 -3.914 3.334 0.3281
N 7.479 -3.413 3.671 -0.4874
H 4.667 -4.843 3.740 0.3367
H 4.689 -3.844 2.272 0.2319
H 5.494 -5.425 2.284 -0.0247
C -2.473 -7.531 6.476 -0.3332
C -2.717 -7.176 7.875 0.2083
N -2.908 -6.902 8.972 -0.4087
H -1.421 -7.774 6.333 0.0857
H -3.078 -8.396 6.205 0.2269
H -2.736 -6.696 5.828 0.2052
C -0.719 -9.059 2.715 -0.7166
C 0.107 -8.821 3.900 0.3712
N 0.750 -8.630 4.829 -0.4549
H -1.515 -9.761 2.957 0.2991
H -1.160 -8.123 2.378 0.2126
H -0.107 -9.475 1.916 0.2935
C 10.409 -1.412 -0.909 -0.6080
C 9.629 -0.220 -0.566 0.3864
N 9.027 0.719 -0.295 -0.4315
H 10.498 -1.496 -1.991 0.2671
H 11.404 -1.338 -0.474 0.2999
H 9.917 -2.303 -0.521 0.1296
C 7.638 -6.637 -0.309 0.0078
C 8.865 -5.981 0.143 0.2067
N 9.823 -5.461 0.498 -0.4555
H 7.047 -6.976 0.539 -0.3366
H 7.042 -5.935 -0.893 0.1757
H 7.886 -7.498 -0.929 0.3609
C 4.320 -8.870 -0.580 -0.8208
C 5.125 -8.638 0.618 0.5562
N 5.743 -8.480 1.572 -0.5104
H 3.538 -9.594 -0.363 0.3219
H 3.862 -7.936 -0.901 0.1461
H 4.947 -9.256 -1.383 0.3193
C -2.466 0.628 2.605 -0.8505
C -3.060 1.928 2.921 0.4271
N -3.526 2.946 3.168 -0.3503
H -2.874 0.254 1.668 0.2600
H -1.385 0.728 2.512 0.1776
H -2.690 -0.083 3.399 0.3586
C 6.845 -7.991 5.109 -0.6155
C 6.052 -6.826 5.495 0.3914
N 5.445 -5.902 5.798 -0.4492
H 6.934 -8.034 4.024 0.1408
H 7.839 -7.922 5.547 0.2771
H 6.362 -8.901 5.461 0.2877
C -6.713 0.131 -9.690 -0.7826
C -5.485 0.773 -9.217 0.4033
N -4.523 1.276 -8.847 -0.4087
H -7.304 -0.209 -8.841 0.2204
H -7.300 0.841 -10.270 0.2777
H -6.465 -0.723 -10.316 0.2982
C -8.726 8.586 3.966 -0.7650
C -9.442 7.360 3.615 0.4246
N -9.995 6.394 3.339 -0.4851
H -8.619 8.653 5.047 0.2563
H -7.737 8.578 3.509 0.2635
H -9.280 9.452 3.608 0.3028
C -3.745 -11.195 8.645 -0.7883
C -3.604 -11.400 7.202 0.3591
N -3.491 -11.551 6.071 -0.4111
H -2.793 -10.880 9.068 0.2649
H -4.490 -10.425 8.838 0.2676
H -4.059 -12.122 9.121 0.3227
```

**Frontier orbital gap**: 7.13 eV
**E_tot**: -156261.3711 eV
**Charge**: +1
**Highest occupied orbital energy**: -10.90 eV
**LUMO**: -0.13830 Ha


Computed, not measured: C26H39O6PbSi as an isolated structure at a distorted geometry, with wB97M-V/def2-TZVPD.

The geometry in XYZ format:
```
73
Properties=species:S:1:pos:R:3:mulliken_charge:R:1
C 0.217 -0.204 -4.900 2.9823
C -0.149 -0.796 -3.528 -2.0697
C 0.053 1.317 -4.744 -1.6083
C -1.038 1.468 -3.684 0.0046
H -0.219 1.755 -5.707 0.3290
H 1.004 1.747 -4.423 0.4026
C -1.308 0.064 -3.061 0.7662
H 0.714 -0.682 -2.857 0.4326
H -0.402 -1.858 -3.602 0.6013
C -1.470 0.285 -1.557 -1.2281
H -2.233 -0.364 -3.478 0.6019
H -1.968 1.807 -4.164 0.4644
C -0.774 2.362 -2.431 1.6772
C 1.536 -0.738 -5.409 -0.4769
C -0.641 -0.748 -6.044 0.0409
O -0.914 -0.176 -7.078 -0.6329
O 2.367 -1.314 -4.727 -0.6160
O 1.633 -0.603 -6.747 -0.2409
O -1.014 -2.018 -5.761 -0.3030
C -0.651 -3.087 -6.650 -0.6780
H -0.290 -3.896 -6.010 0.2720
H 0.133 -2.794 -7.358 0.2685
H -1.556 -3.389 -7.179 0.2634
C 2.935 -0.918 -7.222 -0.8117
H 3.686 -0.348 -6.656 0.3206
H 2.932 -0.627 -8.270 0.2578
H 3.147 -1.993 -7.125 0.3249
O -1.334 1.681 -1.269 -0.4472
H -0.727 -0.265 -0.951 0.3711
H -2.473 -0.032 -1.223 0.0904
C -1.481 3.695 -2.629 -1.8141
C 0.712 2.604 -2.141 -1.9086
H 1.169 3.226 -2.922 0.4106
H 1.264 1.657 -2.059 0.2878
H 0.814 3.136 -1.185 0.4406
H -1.373 4.338 -1.752 0.3936
H -2.547 3.540 -2.825 0.4148
H -1.050 4.217 -3.491 0.3584
Pb -0.285 1.051 2.946 1.1221
C -2.583 -0.399 3.923 -0.6363
C -2.893 -0.105 2.557 -1.0152
C -2.335 -1.135 1.745 0.0622
H -3.521 0.717 2.220 0.4835
C -1.701 -2.058 2.606 -1.0269
C -1.866 -1.626 3.943 0.0133
H -1.520 -2.144 4.837 0.3202
H -2.887 0.204 4.775 0.3652
H -2.443 -1.247 0.664 0.3271
H -1.220 -2.991 2.323 0.3992
C 2.502 0.706 3.133 -1.6608
C 2.217 -0.291 4.148 0.0453
C 1.846 -1.491 3.457 -0.4366
H 2.574 -0.250 5.185 0.5801
C 2.016 -1.286 2.075 -0.4451
C 2.430 0.070 1.867 -0.4837
H 2.710 0.511 0.907 0.4400
H 2.702 1.755 3.355 0.5583
H 1.471 -2.387 3.942 0.3279
H 1.920 -2.055 1.307 0.4008
C -1.525 0.039 7.229 -1.1204
Si 0.256 0.233 6.655 0.2744
C 0.932 1.811 7.424 -1.1175
C 1.031 -1.364 7.304 -1.0574
O 0.412 0.406 5.025 -0.4135
H -1.524 -0.050 8.324 0.3977
H -1.992 -0.869 6.832 0.2831
H -2.131 0.913 6.968 0.2339
H 0.868 1.743 8.519 0.3140
H 1.983 1.991 7.155 0.2622
H 0.321 2.669 7.096 0.2567
H 0.463 -2.236 6.948 0.2579
H 2.081 -1.494 7.021 0.3547
H 0.988 -1.390 8.403 0.3917
```

**Frontier orbital gap**: 4.71 eV
**E_tot**: -53004.8666 eV
**Charge**: -1
**Highest occupied orbital energy**: -2.68 eV
**LUMO**: 0.07453 Ha


Computed, not measured: the molecule C3H6N4S at a distorted geometry, with wB97M-V/def2-TZVPD.

The geometry in XYZ format:
```
14
Properties=species:S:1:pos:R:3:mulliken_charge:R:1
C -0.359 0.085 -0.592 0.3884
C 1.164 0.509 -1.062 -0.4664
C -0.356 -0.051 0.775 0.4286
H -2.856 0.242 -0.174 0.2520
H -3.163 0.497 -1.800 0.2475
H 1.218 0.124 -2.138 0.3081
H 1.486 1.609 -1.067 0.2571
H 0.988 0.756 2.116 0.2671
H -1.282 0.010 2.470 0.2609
N -2.652 0.046 -1.130 -0.5151
N -1.334 0.139 -1.411 -0.2955
N 0.975 0.027 1.437 -0.3632
N -1.465 0.182 1.392 -0.6920
S 2.016 -0.578 0.241 -0.0777
```

**Frontier orbital gap**: 8.94 eV
**E_tot**: -20000.6669 eV
**Relative energy (zero: lowest compared OMol25 entry of this formula, charge and spin)**: 354.0 kJ/mol
**Highest occupied orbital energy**: -8.71 eV
**LUMO**: 0.00839 Ha


Computed, not measured: a 12-piece molecular cluster, C24H56N8O24 overall at a distorted geometry, with wB97M-V/def2-TZVPD.

The geometry in XYZ format:
```
112
Properties=species:S:1:pos:R:3:mulliken_charge:R:1
C 0.135 3.007 -3.998 -0.8177
N 0.991 2.903 -2.807 0.8641
O 1.997 2.220 -2.916 -0.4758
O 0.572 3.400 -1.784 -0.4567
H -0.755 2.402 -3.845 0.2655
H 0.627 2.824 -4.947 0.2862
H -0.161 4.056 -4.052 0.3352
C -4.694 4.183 4.896 -0.7652
N -3.485 4.052 3.981 0.8314
O -3.124 5.069 3.423 -0.7075
O -2.878 3.013 3.954 -0.3115
H -4.489 3.561 5.761 0.3397
H -5.594 3.874 4.373 0.2499
H -4.738 5.230 5.171 0.3643
C -2.631 4.998 0.212 -0.6309
N -2.853 3.795 -0.606 0.9101
O -1.997 2.939 -0.530 -0.3765
O -3.920 3.655 -1.156 -0.5625
H -2.963 5.917 -0.275 0.3759
H -1.589 5.212 0.423 0.0919
H -3.266 4.886 1.086 0.1617
C 0.830 4.973 2.403 -0.2963
N 2.094 4.214 2.417 0.9569
O 2.775 4.143 1.414 -0.5512
O 2.284 3.539 3.413 -0.5720
H 0.826 5.346 3.426 0.3052
H 0.067 4.219 2.237 -0.0320
H 0.898 5.786 1.689 0.2873
C -4.928 -1.591 -1.953 -0.6163
N -5.106 -2.826 -2.742 0.9543
O -4.377 -3.759 -2.463 -0.5428
O -5.991 -2.842 -3.559 -0.5631
H -4.194 -1.033 -2.539 0.2438
H -4.516 -1.691 -0.958 0.1924
H -5.860 -1.038 -1.999 0.3752
C -1.138 3.120 4.871 -0.7821
N -1.982 3.383 6.077 1.1760
O -3.035 2.777 6.175 -0.6471
O -1.521 4.146 6.903 -0.6339
H -0.886 4.128 4.553 0.3403
H -1.642 2.582 4.071 -0.0089
H -0.237 2.536 5.048 0.5225
C -5.174 1.899 1.961 -0.4942
N -5.567 1.163 0.721 0.8753
O -6.706 1.286 0.349 -0.5734
O -4.705 0.536 0.154 -0.4354
H -5.804 2.770 2.106 0.3442
H -4.159 2.279 1.886 -0.0976
H -5.259 1.069 2.660 0.3295
C 4.148 1.689 -0.366 -0.2147
N 5.039 1.391 0.782 0.9980
O 4.540 1.236 1.881 -0.5591
O 6.233 1.414 0.564 -0.5916
H 3.211 1.150 -0.249 -0.2870
H 4.605 1.478 -1.323 0.3797
H 3.875 2.735 -0.235 0.3061
O -0.536 -5.710 1.286 -0.5974
C -0.806 -4.631 0.843 0.5468
O -0.652 -4.158 -0.388 -0.0772
C -0.159 -4.956 -1.489 -0.4850
C 0.409 -3.947 -2.453 -0.4914
C -1.449 -3.520 1.666 -0.6051
H -1.035 -5.470 -1.885 0.3787
H 0.572 -5.718 -1.217 0.2997
H -0.321 -3.148 -2.598 -0.0601
H 0.413 -4.340 -3.475 0.5078
H 1.387 -3.551 -2.193 0.0341
H -1.947 -3.907 2.553 0.3860
H -2.141 -2.929 1.071 0.0891
H -0.657 -2.870 2.047 0.0788
O 3.689 -3.734 -5.965 -0.5589
C 3.193 -2.671 -6.238 0.8004
O 3.437 -1.530 -5.579 -0.2891
C 4.211 -1.558 -4.396 -0.6142
C 3.380 -1.087 -3.194 0.1325
C 2.555 -2.420 -7.588 -1.0458
H 5.075 -0.892 -4.416 0.3136
H 4.614 -2.522 -4.091 0.3880
H 3.834 -1.483 -2.284 -0.0629
H 2.321 -1.333 -3.273 0.0606
H 3.327 -0.006 -3.037 -0.0478
H 3.259 -1.821 -8.167 0.2747
H 1.688 -1.762 -7.499 0.3105
H 2.308 -3.379 -8.026 0.3219
O 2.984 -6.306 1.211 -0.4996
C 3.915 -5.701 1.656 0.8168
O 4.396 -4.520 1.242 -0.3627
C 3.633 -3.809 0.277 -0.1797
C 2.591 -2.963 0.991 -0.4657
C 4.749 -6.283 2.742 -1.3009
H 3.099 -4.412 -0.456 0.2851
H 4.203 -3.057 -0.270 0.1591
H 1.883 -3.655 1.461 0.1959
H 1.965 -2.269 0.425 -0.1254
H 3.033 -2.339 1.772 0.4097
H 4.308 -7.103 3.313 0.3872
H 5.165 -5.639 3.518 0.3356
H 5.621 -6.855 2.401 0.3083
O 0.663 -0.762 -1.140 -0.5159
C -0.396 -0.261 -0.843 0.7346
O -0.636 0.380 0.281 0.0568
C 0.419 0.669 1.181 0.1049
C 0.027 1.773 2.151 -0.2075
C -1.652 -0.490 -1.622 -0.9308
H 1.315 0.919 0.602 -0.5105
H 0.845 -0.190 1.710 0.2297
H -0.219 2.738 1.705 -0.4129
H 0.916 1.946 2.763 0.3284
H -0.829 1.497 2.765 0.3860
H -1.480 -0.061 -2.614 0.3312
H -2.513 -0.048 -1.131 0.1111
H -1.796 -1.548 -1.844 0.2827
```

**Frontier orbital gap**: 8.77 eV
**E_tot**: -86830.0770 eV
**Relative energy (zero: lowest compared OMol25 entry of this formula, charge and spin)**: 560.7 kJ/mol
**Highest occupied orbital energy**: -9.90 eV
**LUMO**: -0.04123 Ha


Question: The lowest E_tot belongs to which entry?
Answer: C51H71F8N25O6PS2


Question: Which of these has the lowest frontier orbital gap?
Answer: C26H39O6PbSi